C96H168N24 | ωB97M-V/def2-TZVPD

Atoms and positions in Å:
C -3.9030 5.7288 0.2358
C -5.0441 4.8308 -0.2267
C -6.3290 4.8975 0.6663
C -7.0633 6.1796 0.5612
N -7.6474 7.2001 0.4859
H -3.6423 5.4477 1.2561
H -4.0995 6.7994 0.1793
H -2.9964 5.5252 -0.3341
H -4.7688 3.7768 -0.1886
H -5.2334 5.0376 -1.2801
H -6.2367 4.6640 1.7270
H -7.0493 4.1496 0.3347
C -1.7420 -2.3395 -6.0398
C -1.2134 -0.9427 -6.2024
C -0.9459 -0.0783 -4.9584
C -2.1441 0.1841 -4.1837
N -3.0985 0.3830 -3.5244
H -2.6233 -2.2888 -5.4004
H -0.9582 -2.9218 -5.5554
H -2.0673 -2.8672 -6.9363
H -1.8634 -0.3639 -6.8586
H -0.3426 -1.0833 -6.8426
H -0.6342 0.9331 -5.2191
H -0.3174 -0.5481 -4.2018
C 0.4497 0.6308 6.1295
C -0.2219 -0.7790 6.4137
C -0.0366 -1.8268 5.3168
C 1.3113 -1.8728 4.6669
N 2.3549 -1.8567 4.2043
H 0.1093 1.0545 5.1847
H 1.5335 0.5487 6.2123
H 0.1977 1.4102 6.8487
H -1.2782 -0.6851 6.6656
H 0.1875 -1.2589 7.3026
H -0.7285 -1.6988 4.4844
H -0.1141 -2.7896 5.8219
C 1.9339 5.7917 -4.5164
C 0.8648 6.0605 -3.3784
C 1.5741 6.4526 -2.0573
C 2.2573 7.8145 -2.0913
N 2.7676 8.8591 -2.1909
H 2.4608 6.6728 -4.8828
H 1.5026 5.3102 -5.3940
H 2.6829 5.1135 -4.1076
H 0.2816 5.1466 -3.2651
H 0.1543 6.8087 -3.7297
H 2.3047 5.7097 -1.7372
H 0.8612 6.5518 -1.2387
C 4.3845 1.1170 4.8610
C 5.4221 1.0997 5.9285
C 6.4953 2.1992 5.8467
C 6.0030 3.5847 5.6250
N 5.6017 4.6424 5.4005
H 3.7779 2.0226 4.8658
H 3.6710 0.2979 4.9512
H 4.8679 0.9562 3.8974
H 5.9379 0.1395 5.9391
H 4.9543 1.1937 6.9085
H 7.2409 1.8484 5.1332
H 7.0558 2.2952 6.7766
C 0.3877 -1.0671 0.8778
C -0.9070 -0.5014 0.1319
C -0.6032 0.8513 -0.6209
C 0.6051 0.7872 -1.4725
N 1.5227 0.7244 -2.1743
H 0.8440 -0.2667 1.4603
H 1.1094 -1.5774 0.2401
H -0.0239 -1.8727 1.4858
H -1.6609 -0.2461 0.8766
H -1.3169 -1.2509 -0.5451
H -0.3344 1.6006 0.1237
H -1.4800 1.2732 -1.1120
C 3.8918 0.3279 -0.0934
C 5.0467 0.2573 0.9172
C 5.1191 -1.1466 1.4829
C 6.3106 -1.4402 2.2703
N 7.2256 -1.6948 2.9236
H 3.7790 1.2634 -0.6412
H 2.9492 0.2214 0.4434
H 3.9321 -0.4740 -0.8306
H 4.8031 0.9199 1.7477
H 5.9699 0.5534 0.4191
H 5.1137 -1.8822 0.6785
H 4.1970 -1.3643 2.0219
C -6.7276 3.4845 -3.1639
C -6.3921 1.9910 -3.4217
C -7.5802 1.0765 -2.9933
C -7.9762 1.2829 -1.6008
N -8.3586 1.4963 -0.4959
H -7.0857 3.6286 -2.1446
H -7.5105 3.9411 -3.7694
H -5.8705 4.1373 -3.3292
H -5.5490 1.7800 -2.7638
H -6.0819 1.8439 -4.4562
H -7.2820 0.0368 -3.1281
H -8.4212 1.3059 -3.6478
C -0.6478 -4.9333 0.5644
C 0.1208 -6.0846 -0.2126
C -0.8016 -7.0653 -0.8901
C -1.9094 -7.6628 -0.1088
N -2.7983 -8.1053 0.4836
H -1.2707 -5.3370 1.3626
H -1.2902 -4.3767 -0.1181
H 0.1140 -4.2885 1.0025
H 0.7580 -6.6005 0.5056
H 0.7314 -5.5882 -0.9668
H -0.1795 -7.8637 -1.2946
H -1.3731 -6.5719 -1.6763
C 3.8312 4.0934 -0.1370
C 3.1614 4.0132 1.2445
C 4.1474 4.3298 2.3256
C 5.4572 3.6236 2.2877
N 6.4619 3.0212 2.2874
H 4.1305 5.1029 -0.4189
H 3.1374 3.7405 -0.9001
H 4.6980 3.4352 -0.1958
H 2.7260 3.0284 1.4143
H 2.3773 4.7696 1.2803
H 3.6534 4.1706 3.2841
H 4.3728 5.3865 2.1815
C -6.8488 -4.5459 1.4248
C -5.9715 -4.8123 2.7255
C -4.4416 -4.8086 2.4328
C -3.8724 -3.5511 1.8839
N -3.4393 -2.5811 1.4885
H -7.9184 -4.4127 1.5873
H -6.7052 -5.3393 0.6913
H -6.5551 -3.5783 1.0179
H -6.2715 -5.7635 3.1652
H -6.2151 -4.0339 3.4485
H -4.2119 -5.6120 1.7328
H -3.9297 -5.0147 3.3727
C -5.4695 -3.6335 6.5213
C -4.0267 -3.2016 6.4202
C -3.8546 -1.9452 5.5130
C -4.4217 -0.7273 6.0932
N -4.9354 0.1770 6.5488
H -6.0872 -2.8752 7.0025
H -5.5966 -4.5069 7.1608
H -5.9121 -4.0406 5.6122
H -3.3773 -4.0192 6.1076
H -3.5985 -2.9873 7.3994
H -4.2965 -2.0322 4.5204
H -2.7811 -1.8450 5.3532
C -1.1226 5.9858 3.1205
C -1.5468 7.3546 2.6779
C -0.4178 8.4057 2.5498
C 0.7247 7.9130 1.7584
N 1.6300 7.5217 1.1551
H -2.0037 5.3572 3.2494
H -0.5363 6.1224 4.0292
H -0.3440 5.5182 2.5178
H -2.2753 7.7461 3.3879
H -2.0733 7.3489 1.7235
H 0.0684 8.7337 3.4686
H -0.6944 9.3695 2.1223
C 1.1885 3.9215 4.6345
C 2.0263 4.9618 5.4223
C 2.5182 4.3980 6.7462
C 1.4374 3.8774 7.5976
N 0.5878 3.5064 8.3298
H 0.2488 3.7916 5.1713
H 1.7754 3.0160 4.4801
H 0.9831 4.3274 3.6440
H 1.4484 5.8856 5.4523
H 2.8880 5.3426 4.8740
H 3.0429 5.1410 7.3468
H 3.2074 3.5637 6.6162
C -2.5402 4.2493 -3.3274
C -3.1405 4.7431 -4.6764
C -3.3306 3.6049 -5.6711
C -2.1185 3.1911 -6.3641
N -1.1460 2.9005 -6.8810
H -3.2461 3.5928 -2.8187
H -2.1985 5.0750 -2.7032
H -1.6997 3.5764 -3.4977
H -2.5160 5.5205 -5.1166
H -4.1410 5.1666 -4.5877
H -3.9522 4.0079 -6.4706
H -3.8350 2.7079 -5.3118
C 5.4585 -4.4717 3.0721
C 4.3120 -5.5484 3.1380
C 2.9606 -4.9813 2.6635
C 2.9947 -4.3177 1.3703
N 2.9528 -3.7538 0.3456
H 5.2189 -3.5811 3.6531
H 5.6655 -4.2482 2.0255
H 6.4109 -4.8173 3.4741
H 4.2109 -5.9046 4.1632
H 4.6236 -6.3878 2.5164
H 2.5767 -4.2454 3.3700
H 2.1964 -5.7579 2.6303
C 6.0254 -2.5638 -1.7464
C 6.8275 -3.8067 -1.3758
C 8.3468 -3.6082 -1.4145
C 8.8117 -3.2542 -2.7700
N 9.1624 -2.9728 -3.8435
H 6.2434 -1.7679 -1.0343
H 4.9652 -2.8124 -1.7003
H 6.1548 -2.0589 -2.7036
H 6.7062 -4.6372 -2.0714
H 6.6018 -4.1289 -0.3593
H 8.7921 -4.5799 -1.2008
H 8.7104 -2.8360 -0.7365
C -2.5315 -7.0107 -4.0405
C -1.8653 -5.6577 -4.2923
C -0.5757 -5.7559 -5.0176
C 0.6205 -6.1540 -4.2618
N 1.6329 -6.4388 -3.7297
H -1.8701 -7.7252 -3.5505
H -2.8232 -7.4647 -4.9876
H -3.4502 -6.8942 -3.4656
H -1.6344 -5.0980 -3.3859
H -2.5335 -5.0543 -4.9068
H -0.4267 -4.8028 -5.5251
H -0.6347 -6.4438 -5.8611
C 3.7141 1.0946 -5.6685
C 2.4404 1.9920 -5.7334
C 2.0518 2.5501 -7.1433
C 1.8960 1.5087 -8.2020
N 1.7223 0.6973 -9.0243
H 3.5417 0.0830 -6.0362
H 4.0436 1.0149 -4.6326
H 4.5706 1.5804 -6.1360
H 2.5687 2.8515 -5.0754
H 1.6544 1.3676 -5.3085
H 2.8887 3.1747 -7.4558
H 1.2688 3.3072 -7.1034
C -4.5893 0.9260 1.1185
C -4.6228 1.8071 2.3706
C -3.5454 1.5403 3.4528
C -2.1295 1.8630 3.0859
N -1.0538 2.1245 2.7713
H -3.6083 1.0288 0.6547
H -5.3329 1.2424 0.3870
H -4.6500 -0.1436 1.3193
H -5.6022 1.7636 2.8469
H -4.5305 2.8481 2.0610
H -3.5862 0.5581 3.9237
H -3.8171 2.2300 4.2520
C -6.6020 -2.4433 -1.6053
C -5.4729 -2.1587 -2.5848
C -4.0284 -2.5271 -2.1994
C -3.8884 -3.8684 -1.6211
N -3.7556 -4.9542 -1.1302
H -6.3478 -2.0351 -0.6271
H -6.7189 -3.5213 -1.4936
H -7.5689 -2.0115 -1.8636
H -5.5549 -1.1025 -2.8412
H -5.6879 -2.6974 -3.5077
H -3.6321 -1.8250 -1.4659
H -3.3748 -2.3853 -3.0601
C 5.5303 3.5266 -3.3594
C 5.5859 4.8903 -4.0618
C 5.2508 4.8718 -5.5844
C 6.0714 3.8794 -6.2611
N 6.7616 3.1130 -6.7875
H 5.8039 3.5917 -2.3063
H 6.2193 2.8054 -3.7988
H 4.5340 3.0890 -3.4231
H 6.5938 5.2672 -3.8877
H 4.8634 5.5754 -3.6182
H 5.3673 5.8246 -6.1009
H 4.2205 4.5395 -5.7115
C 2.6158 -2.9590 -5.2070
C 2.8730 -2.0437 -3.9841
C 2.2552 -2.6659 -2.7242
C 0.8018 -2.7348 -2.7903
N -0.3654 -2.7860 -2.8142
H 1.5569 -3.1818 -5.3380
H 3.2197 -3.8339 -4.9661
H 3.0883 -2.5779 -6.1123
H 2.5003 -1.0304 -4.1343
H 3.9298 -1.8562 -3.7940
H 2.4937 -2.1458 -1.7965
H 2.7051 -3.6459 -2.5645
C -0.1028 -8.3982 3.4504
C -1.2563 -8.3943 4.4413
C -2.2529 -7.2276 4.4199
C -1.6328 -5.9301 4.3191
N -1.1889 -4.8759 4.2690
H 0.4865 -9.3134 3.5063
H 0.6108 -7.5778 3.5264
H -0.5478 -8.3598 2.4561
H -0.7632 -8.4635 5.4109
H -1.7859 -9.3281 4.2524
H -2.9686 -7.1983 5.2415
H -2.8434 -7.2455 3.5039

As for the spin multiplicity: 1. The calculation puts the LUMO energy at 0.077 eV. The HOMO energy is -11.13 eV. The value obtained for the orbital gap is 11.21 eV.